ORCA calculation (ωB97M-V/def2-TZVPD) on a structure of composition C27H26FeN3OP in a non-equilibrium geometry.

- maximum force (eV/Å) = 3.7
- DFT total energy (a.u.) = -2888.9865
- LUMO energy (alpha / beta) (eV) = -0.05 / -0.25
- total charge = 0
- relative energy (zero: lowest compared OMol25 entry of this formula, charge and spin) (kcal/mol) = 7.9
- highest occupied orbital energy (alpha / beta) (eV) = -6.239 / -7.140
- spin multiplicity = 5

Last column: Mulliken charge in e.
Cartesian coordinates (Å):
1 Fe -6.0546 -8.7941 13.6422  -0.1063
2 C -10.5559 -8.1977 16.4161  -1.3635
3 C -10.2246 -7.4027 15.1443  0.9858
4 C -11.1666 -6.4682 14.6692  -0.7588
5 C -10.9345 -5.7501 13.4817  -0.8082
6 C -9.6609 -5.8216 12.9253  -0.6817
7 C -8.6905 -6.6372 13.4118  -0.6216
8 C -8.9746 -7.5410 14.5048  0.6110
9 P -7.8071 -8.8834 14.9907  1.3972
10 C -8.6462 -10.5050 14.9809  0.3880
11 C -8.4896 -11.4096 16.0567  -0.3274
12 C -8.9696 -12.6824 15.9645  -0.6414
13 C -9.7524 -13.1730 14.9015  -0.7638
14 C -10.0686 -12.2529 13.9166  -0.6393
15 C -9.4348 -10.9867 13.8933  1.0965
16 C -9.7992 -10.0684 12.7142  -1.5377
17 C -6.9480 -8.9221 16.5128  0.6953
18 C -7.4089 -8.5202 17.7661  -0.4743
19 C -6.4008 -8.4759 18.7997  -0.9725
20 C -5.1977 -9.1202 18.6198  -0.6774
21 C -4.7664 -9.6111 17.4002  -0.8241
22 C -5.6388 -9.5707 16.2916  1.0433
23 C -5.2339 -10.2323 15.0679  -1.7251
24 H -10.3916 -9.2429 16.3314  0.2394
25 H -11.5731 -8.0178 16.7592  0.4780
26 H -9.8881 -7.7347 17.1814  0.2512
27 H -12.0824 -6.3843 15.2352  0.4175
28 H -11.6525 -5.0734 13.0842  0.4254
29 H -9.4642 -5.3408 11.9784  0.3958
30 H -7.7486 -6.7403 12.8954  0.3492
31 H -8.0242 -11.0308 16.9586  0.3681
32 H -8.7704 -13.3475 16.7827  0.4274
33 H -9.9719 -14.2604 14.8807  0.3317
34 H -10.8357 -12.4362 13.1836  0.4719
35 H -9.5871 -10.5777 11.7884  0.5684
36 H -9.1742 -9.1734 12.6661  -0.0072
37 H -10.8653 -9.8403 12.7601  0.3752
38 H -8.4403 -8.2520 18.0253  0.1641
39 H -6.6226 -8.0411 19.7672  0.3861
40 H -4.5745 -9.3271 19.4497  0.4196
41 H -3.7633 -10.0676 17.2436  0.3780
42 H -5.7939 -11.0434 14.6682  0.1798
43 H -4.1677 -10.2045 14.8049  0.4220
44 O -7.1114 -10.3670 9.8384  -0.5722
45 C -6.6836 -10.0627 10.8789  0.7123
46 N -6.3899 -9.8322 12.0346  -0.7083
47 N -5.1055 -6.2290 15.2876  -0.3089
48 C -4.7212 -6.1786 13.9698  0.7199
49 C -4.2407 -5.0179 13.3908  -0.9742
50 C -3.8190 -5.0637 12.0276  -0.2002
51 C -4.0229 -6.2534 11.2958  -0.8636
52 C -4.4943 -7.3734 11.9753  -0.2428
53 N -4.8992 -7.3009 13.2732  0.2676
54 H -4.4901 -5.6090 15.7849  0.3629
55 H -5.0226 -7.2315 15.6439  -0.1148
56 H -4.1794 -4.1188 13.9867  0.3934
57 H -3.2436 -4.2518 11.5427  0.3703
58 H -3.7249 -6.3832 10.2616  0.4236
59 H -4.5520 -8.3807 11.5201  0.3993